{
  "formula": "C7H12N2O3",
  "method": "the ωB97M-V functional and the def2-TZVPD basis",
  "max_force_ev_per_a": 6.70,
  "charge": 0,
  "e_above_lowest_kj_mol": 458.2,
  "orbital_gap_ev": 9.911,
  "homo_ha": -0.3401,
  "symbols": ["C", "C", "C", "C", "C", "C", "C", "H", "H", "H", "H", "H", "H", "H", "H", "H", "H", "H", "H", "N", "N", "O", "O", "O"],
  "positions_angstrom": [[3.176, 0.599, 1.292], [2.098, 1.530, 0.768], [1.006, -0.026, -0.704], [-0.292, -0.894, -0.886], [-1.456, -0.411, -1.941], [-2.250, 0.550, -0.855], [-2.316, -0.377, 0.337], [3.633, -0.189, 0.602], [2.773, 0.012, 2.248], [4.031, 1.184, 1.652], [1.691, 2.141, 1.755], [2.366, 2.191, -0.134], [0.003, -1.937, -1.226], [-2.157, -1.361, -1.972], [-1.133, -0.043, -3.044], [-1.907, 1.504, -0.747], [-3.315, 0.618, -1.301], [-2.407, 0.289, 1.205], [-3.112, -1.125, 0.263], [-0.973, -0.908, 0.441], [-0.684, -1.837, 1.251], [0.915, 0.748, 0.361], [1.930, -0.170, -1.499], [-1.621, -2.089, 2.133]],
  "forces_ev_per_angstrom": [[0.5, -2.0, 1.4], [-1.1, 1.0, 1.0], [0.0, -1.6, -2.4], [0.6, -0.3, -0.9], [0.0, -0.1, 1.8], [-3.1, -4.2, -4.2], [0.3, 2.4, 1.0], [-1.1, 1.3, 0.6], [0.7, 1.3, -2.1], [-0.2, 0.1, 0.0], [1.0, -1.2, -3.0], [-0.2, -0.9, 1.6], [0.0, 1.3, 0.8], [1.5, 1.9, -0.5], [-0.6, -0.8, 3.0], [1.4, 2.3, 0.6], [1.5, 0.3, 0.8], [-0.7, -0.7, 0.2], [0.4, 0.0, 0.2], [-1.2, -0.5, -2.8], [-2.3, -2.2, 3.9], [0.7, 0.6, 0.2], [-1.1, 0.9, 1.6], [3.1, 1.1, -2.8]],
  "mulliken_charge": [-1.0253, -0.1960, 0.2284, 0.2333, -0.6103, -0.7291, -0.6135, 0.2996, 0.2534, 0.3917, 0.1996, 0.3020, 0.3221, 0.3042, 0.3002, 0.4273, 0.3210, 0.2802, 0.3625, 0.9642, -0.6055, -0.2758, -0.6240, -0.5103]
}

{
  "formula": "C6H13NO2",
  "method": "the ωB97M-V functional and the def2-TZVPD basis",
  "max_force_ev_per_a": 5.98,
  "charge": 0,
  "e_above_lowest_kj_mol": 274.1,
  "orbital_gap_ev": 10.198,
  "homo_ha": -0.3493,
  "symbols": ["C", "C", "C", "C", "C", "C", "H", "H", "H", "H", "H", "H", "H", "H", "H", "H", "H", "H", "H", "N", "O", "O"],
  "positions_angstrom": [[-1.211, 0.398, -0.616], [-1.760, -0.819, 0.148], [-0.005, 0.737, 0.049], [0.989, -0.436, 0.257], [2.182, 0.260, 1.100], [1.508, -0.968, -1.146], [-1.847, 2.598, -0.682], [-2.893, 1.265, 0.238], [-0.979, -0.013, -1.639], [0.638, 1.458, -0.460], [-0.217, 1.273, 1.039], [0.484, -1.338, 0.572], [3.071, -0.403, 1.369], [1.871, 0.721, 2.009], [2.547, 1.149, 0.541], [1.981, -0.189, -1.835], [2.179, -1.749, -0.928], [0.713, -1.542, -1.755], [-2.723, -1.340, 1.607], [-2.211, 1.436, -0.767], [-1.707, -1.987, -0.259], [-2.610, -0.510, 1.158]],
  "forces_ev_per_angstrom": [[-1.5, -1.4, -2.1], [-2.4, -2.0, -2.5], [3.6, 1.4, 2.9], [1.4, 1.6, -1.4], [0.6, -1.6, -1.1], [-1.4, 0.9, -1.0], [-0.9, -4.8, -0.1], [2.5, 1.3, -3.9], [-0.2, 0.3, 0.9], [-0.5, 0.3, -0.5], [0.1, -0.9, -1.0], [0.2, 0.0, 1.4], [-1.2, 0.7, -0.6], [-0.7, -0.1, 0.9], [0.0, -0.8, -0.2], [-0.5, -0.9, 1.1], [1.4, -0.8, 0.2], [0.8, 1.3, 1.0], [-0.6, -0.8, 0.5], [-2.6, 3.4, 4.2], [0.7, 2.4, 1.2], [1.3, 0.7, 0.0]],
  "mulliken_charge": [0.4810, 0.3092, -1.4337, 0.8085, -1.3623, -1.3808, 0.3178, 0.3913, 0.1548, 0.5472, 0.2611, 0.2766, 0.3169, 0.4280, 0.3201, 0.2581, 0.4723, 0.3055, 0.3541, -0.7426, -0.5728, -0.5103]
}

{
  "formula": "C5H3F5O",
  "method": "the ωB97M-V functional and the def2-TZVPD basis",
  "max_force_ev_per_a": 2.60,
  "charge": 0,
  "e_above_lowest_kj_mol": 77.7,
  "orbital_gap_ev": 11.010,
  "homo_ha": -0.3943,
  "symbols": ["C", "C", "C", "C", "C", "O", "F", "F", "F", "F", "F", "H", "H", "H"],
  "positions_angstrom": [[-1.009, -1.228, 0.700], [1.257, -0.421, -0.742], [-0.044, -0.196, 0.161], [-0.055, 0.056, -1.365], [-0.068, 1.051, 1.056], [-1.185, -2.317, 0.280], [-0.746, -0.796, -2.093], [-0.058, 1.290, -1.982], [0.195, 0.751, 2.345], [0.889, 1.977, 0.774], [-1.234, 1.685, 1.034], [-1.655, -0.833, 1.474], [1.992, 0.432, -0.603], [1.722, -1.452, -1.040]],
  "forces_ev_per_angstrom": [[0.1, 1.1, -0.2], [-0.3, 0.1, -0.6], [0.5, 1.2, -0.9], [2.6, 0.1, 0.5], [1.6, 0.6, 0.4], [0.3, -1.5, -0.7], [-0.5, -0.2, -0.3], [-0.4, -1.1, 1.2], [-0.4, -0.7, 0.0], [-0.4, -0.5, -0.7], [-0.4, -0.2, -0.2], [-0.3, 0.3, 0.7], [-1.0, -1.3, -0.2], [-1.4, 2.0, 1.0]],
  "mulliken_charge": [-0.3832, -0.8983, 0.4936, 0.8706, 0.7140, -0.4180, -0.2532, -0.2803, -0.2665, -0.2875, -0.2332, 0.3701, 0.2912, 0.2809]
}

{
  "formula": "C22H39BN9S4Zn",
  "method": "the ωB97M-V functional and the def2-TZVPD basis",
  "max_force_ev_per_a": 0.15,
  "charge": 1,
  "e_above_lowest_kj_mol": 2.3,
  "orbital_gap_ev": 8.229,
  "homo_ha": -0.3804,
  "symbols": ["Zn", "C", "C", "C", "C", "N", "C", "C", "N", "B", "N", "C", "C", "N", "C", "S", "C", "C", "C", "C", "N", "C", "C", "N", "C", "S", "C", "C", "C", "C", "C", "S", "H", "H", "H", "H", "H", "H", "H", "H", "H", "H", "H", "H", "H", "H", "H", "H", "H", "H", "H", "H", "H", "H", "H", "H", "H", "H", "H", "H", "H", "H", "H", "H", "H", "H", "N", "N", "C", "N", "S", "H", "H", "H", "H", "H"],
  "positions_angstrom": [[0.037, -0.042, 0.185], [2.662, 0.069, 5.752], [1.824, 0.490, 4.545], [0.897, 1.620, 4.998], [2.735, 0.931, 3.401], [1.046, -0.701, 4.069], [1.371, -2.008, 4.393], [0.533, -2.810, 3.715], [-0.296, -2.016, 2.952], [-1.317, -2.709, 2.012], [-0.638, -3.362, 0.770], [-1.259, -4.455, 0.207], [-0.478, -4.913, -0.782], [0.646, -4.103, -0.836], [0.515, -3.137, 0.113], [1.592, -1.814, 0.424], [1.723, -4.430, -1.831], [1.143, -4.199, -3.226], [3.000, -3.613, -1.668], [2.095, -5.904, -1.639], [-2.535, -1.817, 1.659], [-3.495, -1.635, 2.631], [-4.408, -0.776, 2.155], [-4.028, -0.430, 0.868], [-2.860, -1.060, 0.592], [-1.890, -0.908, -0.835], [-4.822, 0.594, 0.103], [-4.569, 0.567, -1.401], [-6.308, 0.294, 0.320], [-4.449, 1.961, 0.672], [0.041, -0.729, 3.162], [-0.652, 0.625, 2.339], [3.152, 0.956, 6.149], [3.450, -0.637, 5.489], [2.042, -0.357, 6.542], [1.501, 2.360, 5.523], [0.142, 1.247, 5.691], [0.399, 2.110, 4.170], [3.340, 1.781, 3.718], [2.142, 1.233, 2.536], [3.400, 0.117, 3.107], [2.135, -2.260, 5.101], [0.441, -3.881, 3.718], [-1.764, -3.631, 2.645], [-2.203, -4.816, 0.575], [-0.621, -5.747, -1.441], [0.861, -3.153, -3.362], [0.260, -4.811, -3.407], [1.890, -4.455, -3.978], [2.862, -2.558, -1.892], [3.726, -4.021, -2.373], [3.413, -3.692, -0.665], [1.265, -6.578, -1.840], [2.447, -6.079, -0.622], [2.899, -6.159, -2.329], [-3.440, -2.142, 3.577], [-5.296, -0.394, 2.619], [-4.707, -0.431, -1.817], [-3.578, 0.920, -1.663], [-5.303, 1.232, -1.858], [-6.552, -0.718, -0.004], [-6.890, 0.994, -0.277], [-6.626, 0.420, 1.354], [-3.385, 2.154, 0.526], [-4.668, 2.019, 1.739], [-5.017, 2.739, 0.162], [0.732, -0.211, -2.458], [1.757, 0.692, -2.689], [1.976, 1.726, -1.858], [2.938, 2.578, -2.231], [1.136, 2.011, -0.422], [1.095, -1.142, -2.287], [0.050, -0.197, -3.207], [2.349, 0.574, -3.498], [3.406, 2.515, -3.119], [3.149, 3.356, -1.630]],
  "forces_ev_per_angstrom": [[0.0, -0.1, -0.1], [0.1, 0.0, -0.1], [0.0, 0.0, 0.0], [0.0, -0.1, 0.1], [-0.1, 0.1, 0.0], [0.0, 0.0, 0.0], [-0.1, 0.0, 0.1], [0.0, 0.0, 0.0], [0.0, 0.0, 0.0], [0.0, 0.0, 0.0], [0.0, 0.0, 0.0], [0.0, 0.0, 0.0], [0.0, 0.0, 0.0], [0.0, 0.0, 0.0], [0.0, 0.0, 0.0], [0.0, 0.0, 0.0], [0.0, 0.0, 0.0], [0.0, 0.0, 0.0], [0.0, 0.0, 0.0], [0.0, 0.0, 0.0], [0.0, 0.0, 0.0], [0.0, 0.0, 0.0], [0.0, 0.0, 0.0], [0.0, -0.1, 0.0], [0.0, 0.0, 0.0], [0.0, 0.0, 0.0], [0.0, 0.0, 0.0], [0.0, 0.0, 0.0], [0.0, 0.0, 0.0], [0.0, 0.0, 0.0], [0.0, 0.0, -0.1], [0.0, 0.1, 0.1], [0.0, 0.0, 0.0], [0.0, 0.0, 0.0], [0.0, 0.0, 0.0], [0.0, 0.0, 0.0], [0.0, 0.0, 0.0], [0.0, 0.0, 0.0], [0.0, 0.0, 0.0], [0.0, 0.0, 0.0], [0.0, 0.0, 0.0], [0.0, 0.0, 0.0], [0.0, 0.0, 0.0], [0.0, 0.0, 0.0], [0.0, 0.0, 0.0], [0.0, 0.0, 0.0], [0.0, 0.0, 0.0], [0.0, 0.0, 0.0], [0.0, 0.0, 0.0], [0.0, 0.0, 0.0], [0.0, 0.0, 0.0], [0.0, 0.0, 0.0], [0.0, 0.0, 0.0], [0.0, 0.0, 0.0], [0.0, 0.0, 0.0], [0.0, 0.0, 0.0], [0.0, 0.0, 0.0], [0.0, 0.0, 0.0], [0.0, 0.0, 0.0], [0.0, 0.0, 0.0], [0.0, 0.0, 0.0], [0.0, 0.0, 0.0], [0.0, 0.0, 0.0], [0.0, 0.0, 0.0], [0.0, 0.0, 0.0], [0.0, 0.0, 0.0], [0.0, 0.0, 0.0], [0.0, 0.0, 0.0], [0.0, 0.0, 0.0], [0.0, 0.0, 0.0], [0.0, 0.0, 0.0], [0.0, 0.0, 0.0], [0.0, 0.0, 0.0], [0.0, 0.0, 0.0], [0.0, 0.0, 0.0], [0.0, 0.0, 0.0]],
  "mulliken_charge": [1.2135, -2.0822, 1.1576, -1.6362, -1.3015, 0.3601, -0.2111, -1.2518, 0.1554, 0.8374, 0.3638, -1.2893, -0.3862, 0.5082, 0.1605, -0.3960, 0.9312, -1.2248, -1.9182, -1.6257, 0.1823, -1.3188, -0.3181, 0.5314, 0.2217, -0.6278, 1.1913, -1.9620, -1.7223, -1.4393, 0.3031, -0.6035, 0.4606, 0.4676, 0.4873, 0.4959, 0.3839, 0.3799, 0.4758, 0.0908, 0.3320, 0.5355, 0.6032, -0.1946, 0.6341, 0.5656, 0.1701, 0.3602, 0.4463, 0.2846, 0.5410, 0.4776, 0.4144, 0.3862, 0.4605, 0.6286, 0.5202, 0.4260, 0.4079, 0.5217, 0.4063, 0.4666, 0.4396, 0.2725, 0.3517, 0.4640, -0.3642, -0.2920, 0.6708, -0.4164, -0.4440, -0.0194, 0.2803, 0.2056, 0.1919, 0.2212]
}

{
  "formula": "C2H3N3OS",
  "method": "the ωB97M-V functional and the def2-TZVPD basis",
  "max_force_ev_per_a": 6.48,
  "charge": 0,
  "e_above_lowest_kj_mol": 533.9,
  "orbital_gap_ev": 8.553,
  "homo_ha": -0.3276,
  "symbols": ["C", "C", "H", "H", "H", "N", "N", "N", "O", "S"],
  "positions_angstrom": [[-0.465, -0.149, 0.884], [-1.563, 0.498, -0.733], [2.071, 0.908, 0.137], [2.092, -1.247, 0.677], [0.094, -0.404, 1.828], [1.795, -0.349, -0.101], [0.421, -0.436, -0.219], [-1.672, 0.044, 0.594], [-0.308, -0.040, -1.360], [-2.465, 1.174, -1.706]],
  "forces_ev_per_angstrom": [[4.6, -3.0, -0.3], [3.5, -4.4, 1.5], [-0.5, -5.1, -0.2], [-0.9, 4.2, -2.8], [-1.3, 0.5, -0.6], [1.1, 1.6, 1.9], [-2.1, 0.1, 2.9], [-0.3, 2.1, -0.8], [0.2, 0.8, 2.0], [-4.3, 3.2, -3.6]],
  "mulliken_charge": [0.1251, 0.4293, 0.2759, 0.3269, 0.3185, -0.6151, 0.2613, -0.3924, -0.2744, -0.4551]
}

{
  "formula": "C5H10N2O",
  "method": "the ωB97M-V functional and the def2-TZVPD basis",
  "max_force_ev_per_a": 8.54,
  "charge": 0,
  "e_above_lowest_kj_mol": 578.8,
  "orbital_gap_ev": 8.553,
  "homo_ha": -0.2830,
  "symbols": ["C", "C", "C", "N", "N", "C", "C", "O", "H", "H", "H", "H", "H", "H", "H", "H", "H", "H"],
  "positions_angstrom": [[-2.375, -0.997, -0.170], [-0.240, 0.033, -0.294], [1.687, 0.191, 0.101], [-0.591, 1.162, -0.926], [1.986, 1.517, 0.411], [-0.505, -0.931, 0.479], [2.585, -0.702, -0.314], [-3.187, -0.041, 0.459], [-3.159, -0.199, 1.413], [0.147, 1.867, -0.885], [-1.534, 1.484, -0.741], [2.981, 1.736, 0.455], [1.492, 1.853, 1.230], [-2.607, -2.015, 0.143], [-2.484, -0.907, -1.247], [-0.143, -1.869, 0.848], [2.296, -1.709, -0.592], [3.651, -0.471, -0.370]],
  "forces_ev_per_angstrom": [[1.9, -1.3, 2.2], [8.1, 2.0, 1.7], [-2.0, 0.4, -2.1], [-0.6, 0.2, -0.3], [0.1, 0.3, 0.1], [-7.2, -1.9, -1.5], [-0.3, -0.1, 0.3], [0.1, 0.1, 0.1], [0.0, 0.1, -0.4], [-0.4, -0.2, -0.1], [0.1, 0.1, 0.0], [-0.3, -0.1, 0.1], [0.1, 0.0, -0.1], [-0.4, 0.0, -0.2], [0.4, 0.2, 0.1], [0.5, 0.3, 0.0], [-0.1, 0.2, -0.3], [-0.1, -0.1, 0.4]],
  "mulliken_charge": [-0.7654, 0.6208, 0.4436, -0.5060, -0.5609, -0.6200, -1.0371, -0.5177, 0.3339, 0.3202, 0.2304, 0.2048, 0.2299, 0.3271, 0.3892, 0.3786, 0.2718, 0.2569]
}